Molecular formula: C39H53CaN5P2
Method: DFT, the ωB97M-V functional and the def2-TZVPD basis

```
100
Properties=species:S:1:pos:R:3:mulliken_charge:R:1
Ca -0.300 2.397 -3.724 1.47
C -1.126 4.311 -4.802 -0.73
C -1.809 4.271 -3.619 -0.71
C -3.243 3.831 -3.485 -0.79
C -3.591 2.534 -4.253 -1.31
C -2.475 1.504 -4.311 0.38
C -1.636 1.338 -5.380 -0.97
C -1.468 2.339 -6.502 -0.63
C -1.676 3.859 -6.143 -0.83
C 0.634 -1.925 -0.090 -1.20
H -0.171 4.867 -4.858 0.51
H -1.404 4.792 -2.739 0.65
H -3.950 4.625 -3.786 0.32
H -3.470 3.683 -2.418 0.29
H -4.450 2.059 -3.743 0.45
H -3.982 2.795 -5.253 0.34
H -2.574 0.693 -3.577 0.26
H -1.139 0.366 -5.549 0.31
H -2.163 2.118 -7.331 0.32
H -0.466 2.219 -6.964 0.25
H -1.141 4.440 -6.922 0.41
H -2.741 4.126 -6.276 0.28
H 1.404 -1.276 -0.541 0.15
H 0.880 -2.978 -0.326 0.78
H 0.679 -1.801 1.010 -0.25
P -0.979 -1.558 -0.734 1.65
P -0.047 0.970 0.855 -0.81
N -0.855 -2.052 -2.347 0.73
N -1.993 -2.686 0.067 0.58
N 0.553 1.866 -0.644 1.06
N -0.088 2.283 1.948 0.79
C -1.949 -0.033 -0.819 -0.30
C -1.773 1.025 0.293 -1.26
C 0.285 -2.330 -3.109 -0.53
C -0.123 -2.709 -4.374 -0.76
C -1.553 -2.625 -4.409 -0.68
C -1.978 -2.201 -3.167 -0.48
C -1.648 -4.027 0.308 -0.66
C -2.706 -4.643 0.943 -0.66
C -3.723 -3.659 1.145 -0.70
C -3.256 -2.466 0.631 -0.46
C 1.742 1.519 -1.283 0.01
C 2.166 2.589 -2.045 -1.01
C 1.216 3.647 -1.892 -0.79
C 0.177 3.133 -1.113 -0.35
C -0.821 3.472 1.971 -0.16
C -0.520 4.154 3.135 -0.84
C 0.408 3.348 3.879 -0.81
C 0.656 2.208 3.137 -0.50
H -3.013 -0.306 -0.902 1.33
H -1.707 0.439 -1.788 -1.32
H -2.062 2.027 -0.074 0.62
H -2.426 0.811 1.158 0.53
H 1.264 -2.250 -2.658 0.46
H 0.516 -3.021 -5.191 0.46
H -2.193 -2.849 -5.251 0.47
H -2.965 -2.023 -2.765 0.44
H -0.702 -4.419 -0.028 0.43
H -2.763 -5.682 1.229 0.47
H -4.685 -3.818 1.607 0.47
H -3.720 -1.494 0.588 0.38
H 2.203 0.569 -1.046 0.38
H 3.107 2.671 -2.572 0.49
H 1.347 4.689 -2.168 0.47
H -0.630 3.661 -0.629 -0.10
H -1.517 3.702 1.179 0.41
H -0.914 5.120 3.416 0.45
H 0.831 3.577 4.844 0.45
H 1.249 1.323 3.323 0.51
C 4.944 -3.436 5.549 -1.74
C 4.424 -2.547 4.451 0.33
C 5.301 -2.098 3.459 -0.70
C 4.857 -1.258 2.427 1.34
C 5.847 -0.802 1.393 -1.77
C 3.522 -0.880 2.388 -0.56
C 2.552 -1.380 3.331 1.02
C 3.087 -2.178 4.401 -0.51
N 1.258 -1.088 3.120 -0.37
C 0.154 -1.609 3.954 1.50
C 0.107 -3.134 3.964 -1.61
C 0.202 -1.046 5.371 -1.77
C -1.161 -1.136 3.338 -1.59
H 5.344 -4.375 5.146 0.32
H 5.759 -2.952 6.103 0.34
H 4.149 -3.679 6.260 0.34
H 6.351 -2.402 3.492 0.30
H 6.627 -0.171 1.838 0.35
H 6.358 -1.660 0.937 0.37
H 5.353 -0.234 0.601 0.26
H 3.157 -0.205 1.609 0.22
H 2.421 -2.531 5.190 0.10
H 1.015 -3.570 4.384 0.33
H -0.748 -3.472 4.563 0.49
H -0.006 -3.519 2.942 0.18
H 0.175 0.050 5.343 0.32
H -0.670 -1.405 5.930 0.49
H 1.104 -1.346 5.906 0.28
H -1.237 -0.043 3.335 0.28
H -1.268 -1.494 2.306 0.23
H -2.007 -1.538 3.910 0.61
```

- E_LUMO (alpha / beta): -0.024 / -0.024 Eh
- Total charge: 0
- Molecular weight: 693.914 g/mol
- Gap between HOMO and LUMO (alpha / beta): 0.1396 / 0.1465 hartree
- Energy: -3151.72259 hartree
- E_HOMO (alpha / beta): -4.4527 / -4.6301 eV
- Energy relative to the best compared isomer or geometry (same formula, charge and spin): 377.9 kJ/mol

***

Molecular formula: C39H53InN5OP2STe
Method: DFT, the ωB97M-V functional and the def2-TZVPD basis

```
103
Properties=species:S:1:pos:R:3:mulliken_charge:R:1
In 0.193 -0.564 0.386 1.04
N 3.712 -2.329 2.701 -0.30
C 3.116 -1.355 2.033 0.48
S 2.923 -1.458 0.325 -0.28
N 2.626 -0.297 2.696 0.30
C 2.656 -0.111 4.126 0.29
C 2.076 -1.058 4.963 -0.09
C 2.034 -0.823 6.329 -0.72
C 2.565 0.349 6.850 -0.54
C 3.147 1.286 6.008 -0.61
C 3.194 1.059 4.640 -0.58
H 4.160 -3.072 2.190 0.26
H 3.941 -2.215 3.681 0.23
H 2.483 0.535 2.142 -0.03
H 1.641 -1.959 4.544 0.49
H 1.579 -1.552 6.987 0.41
H 2.526 0.532 7.916 0.43
H 3.571 2.194 6.415 0.43
H 3.657 1.782 3.978 0.47
C -4.503 -1.201 0.569 -1.12
P -2.837 -0.752 -0.024 0.71
C -2.966 -1.090 -1.813 -1.22
C -2.934 1.038 0.256 0.76
C -2.408 1.517 1.458 -0.49
C -2.624 2.829 1.846 -1.00
C -3.362 3.676 1.028 -0.37
C -3.875 3.209 -0.176 -0.82
C -3.670 1.892 -0.562 -0.72
H -5.217 -0.632 -0.031 0.51
H -4.613 -0.924 1.616 0.41
H -4.685 -2.268 0.454 0.34
H -3.510 -0.290 -2.314 0.42
H -3.513 -2.025 -1.936 0.56
H -1.987 -1.200 -2.274 0.19
H -1.886 0.838 2.130 0.51
H -2.239 3.189 2.791 0.47
H -3.547 4.697 1.337 0.49
H -4.465 3.863 -0.805 0.51
H -4.126 1.534 -1.477 0.37
O 0.593 1.541 -0.333 -0.21
P 0.905 2.526 -1.466 -1.94
N 2.513 2.748 -1.676 0.39
C 3.412 1.590 -1.617 -0.10
C 4.789 2.177 -1.907 -0.68
C 4.725 3.618 -1.363 -0.73
C 3.230 3.969 -1.245 -0.22
N 0.369 1.965 -2.898 0.86
C -0.961 1.369 -3.037 0.97
C -0.853 0.590 -4.343 -0.66
C 0.016 1.525 -5.196 -0.85
C 1.050 2.074 -4.208 -0.48
N 0.238 3.969 -1.168 1.05
C -0.328 4.877 -2.187 -0.28
C -1.079 5.919 -1.359 -0.63
C -0.252 5.993 -0.069 -0.77
C 0.084 4.528 0.189 0.01
H 3.109 0.835 -2.349 0.34
H 3.382 1.116 -0.629 -0.31
H 4.974 2.183 -2.981 0.33
H 5.580 1.600 -1.433 0.36
H 5.234 4.311 -2.028 0.31
H 5.207 3.690 -0.390 0.32
H 2.944 4.803 -1.884 0.30
H 2.974 4.241 -0.218 0.12
H -1.739 2.139 -3.118 0.19
H -1.177 0.766 -2.154 -1.35
H -1.821 0.402 -4.805 0.41
H -0.341 -0.364 -4.181 0.33
H -0.600 2.337 -5.584 0.33
H 0.486 1.014 -6.033 0.42
H 1.337 3.100 -4.431 0.32
H 1.956 1.465 -4.208 0.31
H -0.970 4.345 -2.889 0.19
H 0.473 5.354 -2.759 0.25
H -2.092 5.573 -1.140 0.13
H -1.144 6.873 -1.878 0.44
H -0.792 6.443 0.762 0.40
H 0.659 6.568 -0.245 0.31
H -0.735 4.030 0.706 -0.40
H 0.989 4.384 0.783 0.34
Te 0.340 -3.981 0.704 0.48
C 0.568 -5.990 0.067 0.47
C 0.432 -6.397 -1.253 -0.12
C 0.463 -7.755 -1.530 -0.68
C 0.638 -8.675 -0.502 -0.54
C 0.779 -8.247 0.811 -0.67
C 0.757 -6.890 1.108 -0.49
C -1.751 -4.140 0.614 0.73
C -2.443 -3.869 1.799 -0.41
C -3.768 -4.265 1.918 -0.74
C -4.411 -4.867 0.843 -0.59
C -3.736 -5.066 -0.361 -0.58
C -2.400 -4.719 -0.477 -0.51
H 0.322 -5.684 -2.060 0.50
H 0.359 -8.093 -2.553 0.43
H 0.682 -9.732 -0.729 0.42
H 0.915 -8.960 1.613 0.42
H 0.866 -6.557 2.134 0.35
H -1.937 -3.406 2.639 0.49
H -4.288 -4.118 2.856 0.47
H -5.442 -5.184 0.941 0.44
H -4.247 -5.521 -1.200 0.47
H -1.872 -4.922 -1.399 0.39
```

- E_LUMO (alpha / beta): -0.393 / -0.405 Eh
- Total charge: +3
- Molecular weight: 944.320 g/mol
- Gap between HOMO and LUMO (alpha / beta): 0.1795 / 0.1654 hartree
- Energy: -3405.15315 hartree
- E_HOMO (alpha / beta): -15.5706 / -15.5233 eV
- Energy relative to the best compared isomer or geometry (same formula, charge and spin): 358.8 kJ/mol

***

Molecular formula: C39H53N8Ti
Method: DFT, the ωB97M-V functional and the def2-TZVPD basis

```
101
Properties=species:S:1:pos:R:3:mulliken_spin:R:1
Ti 0.417 1.174 -1.054 0.93
C 0.658 3.178 -2.561 0.01
C -0.716 2.928 -2.416 -0.01
C -1.047 3.077 -1.043 0.00
C 0.132 3.394 -0.336 0.03
C 1.210 3.417 -1.287 0.01
C 2.633 3.786 -0.976 0.01
C 0.162 3.953 1.057 -0.01
C -2.447 3.225 -0.534 -0.01
C -1.711 2.783 -3.522 0.00
C 1.283 3.545 -3.876 -0.01
H 3.099 3.105 -0.260 0.00
H 2.696 4.799 -0.571 0.00
H 3.241 3.744 -1.880 0.00
H -0.266 3.277 1.802 0.00
H -0.417 4.879 1.087 0.00
H 1.177 4.201 1.359 0.00
H -3.082 2.385 -0.814 0.00
H -2.888 4.131 -0.965 0.00
H -2.470 3.334 0.545 0.00
H -2.632 2.330 -3.162 0.00
H -1.335 2.151 -4.324 0.00
H -1.951 3.765 -3.942 0.00
H 1.032 4.594 -4.064 0.00
H 0.880 2.969 -4.708 0.00
H 2.365 3.446 -3.880 0.00
N 1.011 -0.979 -0.793 -0.04
C 2.112 -1.182 0.084 0.01
C 1.965 -1.933 1.243 -0.01
C 3.031 -2.098 2.115 0.00
C 4.257 -1.514 1.823 0.00
C 4.408 -0.781 0.654 0.00
C 3.350 -0.599 -0.233 -0.01
C 3.491 0.054 -1.560 0.03
C 4.683 -0.178 -2.258 -0.01
C 4.797 0.141 -3.598 0.01
C 3.679 0.623 -4.261 0.00
C 2.512 0.879 -3.551 0.07
C 2.386 0.698 -2.168 -0.11
H 0.171 -1.503 -0.507 0.01
H 1.260 -1.203 -1.751 0.00
H 1.006 -2.395 1.450 0.00
H 2.905 -2.687 3.015 0.00
H 5.095 -1.637 2.498 0.00
H 5.365 -0.326 0.427 0.00
H 5.508 -0.676 -1.760 0.00
H 5.721 -0.049 -4.131 0.00
H 3.711 0.789 -5.333 0.00
H 1.648 1.202 -4.111 0.01
C 2.201 1.693 1.796 -0.03
N 1.358 0.920 2.680 0.00
C 2.028 0.592 3.929 0.00
C 0.133 0.415 2.372 0.04
N -0.357 0.361 1.160 0.00
C -1.774 0.136 1.077 0.02
C -2.626 1.056 1.684 -0.01
C -4.001 1.003 1.543 0.00
C -4.548 0.028 0.720 0.01
C -3.726 -0.935 0.166 0.00
C -2.347 -0.975 0.418 0.02
N -1.545 -2.043 0.010 0.00
C -1.999 -3.244 -0.202 0.00
N -1.337 -4.073 -1.061 0.00
C -1.215 -5.498 -0.813 0.00
C -0.478 -3.555 -2.109 0.00
N -3.096 -3.837 0.397 0.00
C -3.532 -3.515 1.735 0.00
C -4.049 -4.606 -0.380 0.00
N -0.543 -0.058 3.488 0.00
C -0.811 0.815 4.609 0.00
C -1.309 -1.278 3.452 0.00
H 3.161 1.193 1.679 0.00
H 2.386 2.677 2.233 0.00
H 1.776 1.829 0.812 0.01
H 3.075 0.379 3.717 0.00
H 1.585 -0.288 4.384 0.00
H 1.984 1.421 4.644 0.00
H -2.178 1.863 2.252 0.00
H -4.624 1.752 2.014 0.00
H -5.611 0.012 0.516 0.00
H -4.151 -1.699 -0.471 0.00
H -1.649 -5.753 0.149 0.00
H -0.155 -5.768 -0.804 0.00
H -1.705 -6.089 -1.592 0.00
H 0.574 -3.559 -1.803 0.00
H -0.790 -2.550 -2.383 0.00
H -0.579 -4.199 -2.986 0.00
H -2.733 -3.021 2.274 0.00
H -3.786 -4.443 2.255 0.00
H -4.407 -2.860 1.742 0.00
H -3.734 -4.659 -1.418 0.00
H -5.032 -4.125 -0.343 0.00
H -4.155 -5.623 0.010 0.00
H -0.294 1.764 4.480 0.00
H -0.488 0.368 5.555 0.00
H -1.886 1.019 4.676 0.00
H -1.022 -1.866 2.582 0.00
H -2.387 -1.085 3.406 0.00
H -1.097 -1.862 4.354 0.00
N -1.629 -0.521 -3.159 0.06
C -0.973 0.076 -2.413 -0.05
```

- E_LUMO (alpha / beta): 0.016 / 0.016 Eh
- Total charge: 0
- Molecular weight: 681.776 g/mol
- Spin multiplicity: 2
- Gap between HOMO and LUMO (alpha / beta): 0.2662 / 0.2935 hartree
- Energy: -2805.43863 hartree
- E_HOMO (alpha / beta): -6.8061 / -7.5493 eV
- Energy relative to the best compared isomer or geometry (same formula, charge and spin): 71.7 kJ/mol

***

Molecular formula: C39H53NO6
Method: DFT, the ωB97M-V functional and the def2-TZVPD basis

```
99
Properties=species:S:1:pos:R:3:mulliken_charge:R:1
C -2.475 0.333 1.706 -0.51
N -2.169 -0.908 2.410 0.91
O -1.684 -0.898 3.539 -0.55
O -2.476 -1.954 1.834 -0.50
H -1.477 0.699 1.462 0.06
H -2.957 0.981 2.438 0.34
H -3.135 0.111 0.867 0.24
C 4.908 3.498 2.022 -0.37
C 3.674 3.166 1.523 -0.52
C 2.749 4.194 1.279 0.10
C 3.187 5.512 1.369 -0.85
C 4.461 5.851 1.771 -0.49
C 5.316 4.836 2.191 -0.49
H 5.547 2.716 2.405 0.34
H 3.338 2.151 1.371 0.42
H 1.746 3.953 0.960 0.61
H 2.420 6.160 0.973 0.44
H 4.908 6.834 1.774 0.40
H 6.337 5.015 2.496 0.39
C 2.729 7.091 -2.775 -0.57
C 1.591 7.488 -3.408 -0.33
C 0.437 6.752 -3.251 -0.57
C 0.517 5.540 -2.543 -0.38
C 1.674 5.099 -2.002 -0.08
C 2.746 5.897 -2.031 -0.28
H 3.620 7.702 -2.789 0.36
H 1.708 8.321 -4.086 0.36
H -0.493 7.119 -3.658 0.38
H -0.443 5.062 -2.412 0.34
H 1.727 4.167 -1.460 0.37
H 3.668 5.498 -1.634 0.43
C 1.493 0.348 -2.263 -0.79
C 0.965 -0.931 -2.599 -0.27
C 0.193 -1.707 -1.720 -0.63
C -0.026 -1.199 -0.459 -0.33
C 0.500 0.054 -0.081 -0.47
C 1.269 0.792 -0.994 0.14
H 2.049 0.905 -3.002 0.46
H 1.090 -1.327 -3.596 0.31
H -0.137 -2.718 -1.908 0.66
H -0.618 -1.754 0.253 0.25
H 0.356 0.375 0.941 0.46
H 1.656 1.755 -0.698 0.23
C -1.508 -1.675 -6.470 -0.24
C -2.198 -0.908 -7.400 -0.19
C -1.503 -0.302 -8.436 -0.52
C -0.108 -0.447 -8.526 -0.31
C 0.616 -1.134 -7.540 -0.67
C -0.115 -1.733 -6.522 -0.15
H -2.057 -2.203 -5.704 0.16
H -3.262 -0.767 -7.284 0.38
H -2.082 0.316 -9.107 0.36
H 0.500 0.042 -9.272 0.33
H 1.694 -1.179 -7.596 0.40
H 0.461 -2.277 -5.788 0.41
C -5.348 -4.288 -2.134 -0.60
C -4.185 -4.100 -1.392 -0.21
C -3.082 -3.407 -1.897 0.46
C -3.160 -2.716 -3.095 -0.22
C -4.326 -2.850 -3.831 -0.39
C -5.383 -3.687 -3.374 -0.40
H -6.145 -4.814 -1.631 0.38
H -4.112 -4.496 -0.390 0.35
H -2.213 -3.296 -1.265 -0.46
H -2.328 -2.149 -3.486 0.50
H -4.342 -2.571 -4.874 0.27
H -6.304 -3.749 -3.935 0.33
C -1.666 3.202 8.798 -0.78
O -0.929 2.898 7.641 -0.27
C -0.011 3.910 7.200 -0.58
C 0.994 3.264 6.259 -0.50
O 0.510 2.792 5.085 -0.30
C 1.411 2.238 4.129 -0.40
H -0.999 3.102 9.654 0.30
H -2.560 2.579 8.799 0.23
H -1.948 4.254 8.843 0.33
H 0.479 4.374 8.057 0.40
H -0.579 4.681 6.680 0.32
H 1.595 2.512 6.771 0.32
H 1.638 4.122 6.066 0.34
H 0.929 1.891 3.215 -0.07
H 1.973 1.467 4.656 0.41
H 2.173 2.948 3.808 0.26
C -0.017 -9.782 3.110 -0.82
O 0.085 -8.320 3.088 -0.32
C 0.273 -7.801 1.766 -0.34
C 0.652 -6.318 1.776 -0.61
O -0.458 -5.436 1.885 -0.38
C -1.360 -5.410 0.796 -0.07
H -0.463 -10.181 4.021 0.30
H 0.831 -10.444 2.931 0.32
H -0.720 -10.124 2.350 0.32
H -0.591 -7.964 1.122 0.34
H 1.067 -8.367 1.278 0.37
H 1.181 -6.020 0.871 0.39
H 1.341 -6.176 2.608 0.32
H -2.253 -5.938 1.131 0.32
H -0.986 -5.757 -0.167 0.38
H -1.590 -4.384 0.508 -0.51
```

- E_LUMO: 0.011 Eh
- Total charge: 0
- Molecular weight: 631.854 g/mol
- Gap between HOMO and LUMO: 0.3519 hartree
- SMILES: C[N+](=O)[O-].c1ccccc1.c1ccccc1.c1ccccc1.c1ccccc1.c1ccccc1.COCCOC.COCCOC
- Energy: -2023.77622 hartree
- E_HOMO: -9.2756 eV
- Energy relative to the best compared isomer or geometry (same formula, charge and spin): 273.2 kJ/mol

***

Question: Among the records above, which one has the lowest energy relative to the best compared isomer or geometry (same formula, charge and spin)?
Answer: C39H53N8Ti

***

Question: energy relative to the best compared isomer or geometry (same formula, charge and spin) of number 3 (C39H53N8Ti)?
Answer: 71.7 kJ/mol